Entry 1:
Entry from the Open Molecules 2025 dataset: a cluster of 3 separate species, C9H25N4 in total in a non-equilibrium geometry (the ωB97M-V functional and the def2-TZVPD basis).

Properties
molar mass	189.3	g/mol
charge	+1
gap between HOMO and LUMO (spin up / spin down)	0.3002 / 0.3001	Ha
energy	-576.50163	Ha
relative energy (zero: lowest compared OMol25 entry of this formula, charge and spin)	2.3307	eV

Each line ends with the Mulliken charge.
CARTESIAN COORDINATES (ANGSTROEM)
N -1.980 -0.618 -0.194  0.22
N 0.659 1.996 1.274  -0.22
N 1.424 -0.473 0.455  0.37
N 0.363 0.186 0.516  -0.17
C -0.615 -0.853 -2.233  -0.63
C 1.781 -1.340 1.588  -1.17
C -2.547 0.202 0.860  -0.57
C -1.558 -0.907 -3.559  -1.25
C 1.651 2.791 0.566  -0.99
C 2.301 -0.600 -0.699  -1.09
C 0.916 1.849 2.656  -1.14
C -1.249 -0.088 -1.178  0.21
C -2.143 -2.074 0.039  -1.00
H 0.876 -1.425 2.117  0.38
H 0.277 -0.374 -2.655  0.19
H 3.310 -0.656 -0.184  0.38
H 2.285 0.112 -1.578  0.30
H 0.609 2.825 3.076  0.44
H 2.617 -0.927 2.165  0.26
H 1.983 -2.306 1.163  0.46
H -2.623 -2.249 0.982  0.37
H 0.441 1.090 3.149  0.36
H -1.268 0.961 -1.346  0.42
H -2.421 -2.564 -0.839  0.39
H -0.824 -1.269 -4.403  0.35
H 2.025 3.712 1.110  0.30
H -0.309 2.366 1.081  0.32
H -2.410 -1.540 -3.544  0.34
H -0.385 -1.879 -1.900  0.42
H 2.235 -1.621 -1.083  0.37
H -3.564 0.523 0.578  0.33
H 2.462 2.222 0.232  0.32
H -1.920 0.111 -3.646  0.38
H -1.852 1.130 0.984  -0.01
H 1.961 1.637 2.880  0.35
H -2.658 -0.377 1.822  0.32
H 1.241 2.944 -0.427  0.38
H -1.092 -2.519 0.173  0.31

=====

Entry 2:
Entry from the Open Molecules 2025 dataset: a structure of composition C17H31Cl3O2P2Pb in a non-equilibrium geometry (the ωB97M-V functional and the def2-TZVPD basis).

Properties
molar mass	642.9	g/mol
gap between HOMO and LUMO	0.2398	Ha
energy	-3072.75317	Ha
relative energy (zero: lowest compared OMol25 entry of this formula, charge and spin)	3.2114	eV

Each line ends with the Mulliken charge.
CARTESIAN COORDINATES (ANGSTROEM)
Pb -2.141 -0.824 -2.786  0.99
Cl -2.860 1.119 2.602  -0.11
Cl -3.973 -0.146 0.234  -0.17
Cl -1.910 -1.521 1.802  -0.14
P -1.654 -2.749 -4.164  0.67
P -0.673 0.771 -4.531  0.84
O -1.137 0.184 -0.799  -0.68
O -0.690 1.613 0.905  -0.64
C 2.629 0.642 -3.190  -0.19
C 0.162 -3.113 -3.988  -1.14
C 0.731 3.264 -3.013  -0.41
C 1.710 3.928 -3.622  -0.77
C -2.440 -4.132 -5.091  -1.26
C 3.147 3.591 -3.615  -0.85
C 0.876 2.180 -1.982  1.05
C 0.213 1.680 -5.989  -1.85
C 2.931 1.139 -4.406  -0.61
C -1.891 -1.540 -5.579  -1.28
C -2.183 1.793 -4.900  -1.50
C 3.472 2.497 -4.655  -0.69
C -1.661 -2.795 -1.422  -1.42
C -0.648 -0.702 -5.749  -0.81
C -2.520 0.059 1.260  0.73
C 2.231 1.306 -1.940  -1.15
C -1.321 0.715 0.358  -0.08
H -0.547 -0.367 -6.795  0.54
H 1.985 0.493 -1.233  0.36
H -1.945 -4.081 -6.082  0.40
H 0.596 -3.451 -4.945  0.38
H -2.828 1.884 -4.008  0.40
H 0.714 2.641 -0.983  0.56
H -3.520 -3.938 -5.202  0.34
H -2.746 1.376 -5.753  0.39
H 0.235 -3.928 -3.253  0.47
H -0.931 -2.435 -0.686  0.34
H 0.345 2.745 -5.777  0.35
H 2.998 0.446 -5.256  0.55
H 3.549 3.302 -2.640  0.36
H 2.998 1.924 -1.469  0.48
H 3.686 4.493 -3.938  0.42
H 3.137 2.890 -5.625  0.32
H -2.181 -2.045 -6.511  0.55
H 2.428 -0.423 -3.139  0.22
H -2.573 -3.047 -0.858  0.37
H 0.059 1.420 -2.000  -0.67
H 4.568 2.364 -4.678  0.39
H -0.336 3.527 -3.149  0.48
H 0.285 -1.224 -5.468  0.29
H -1.260 -3.741 -1.825  0.43
H 0.754 -2.265 -3.596  0.23
H -2.293 -5.119 -4.631  0.36
H 1.186 1.245 -6.251  0.40
H -0.437 1.596 -6.878  0.64
H 1.410 4.851 -4.120  0.32
H -2.750 -0.900 -5.291  0.32
H -1.857 2.815 -5.166  0.49

=====

Entry 3:
Entry from the Open Molecules 2025 dataset: a structure of composition C27H29BrN4O2SSe2SiW in a non-equilibrium geometry (the ωB97M-V functional and the def2-TZVPD basis).

Properties
molar mass	923.4	g/mol
charge	+2
gap between HOMO and LUMO	0.2221	Ha
energy	-9547.00655	Ha
relative energy (zero: lowest compared OMol25 entry of this formula, charge and spin)	0.6968	eV

Each line ends with the Mulliken charge.
CARTESIAN COORDINATES (ANGSTROEM)
W 1.192 0.291 0.356  1.02
Br -0.076 7.434 -1.613  -0.12
Se 3.424 0.423 -0.035  -0.14
Se 0.723 -1.957 -0.023  -0.31
S -1.558 1.019 0.567  1.48
Si 2.450 -3.476 -1.075  0.34
O -0.588 0.451 1.577  -0.60
O -2.091 2.298 0.880  -0.68
N -0.444 1.091 -0.619  -0.14
N 1.765 -0.032 2.444  0.24
N 0.799 0.542 -2.342  -0.05
N 1.338 2.345 1.380  0.03
C 2.833 -2.439 -2.529  -0.70
C 2.387 -0.307 5.139  -0.45
C -3.973 0.316 -0.308  -0.57
C 2.142 0.946 4.594  -0.91
C 1.271 -4.868 -1.233  -1.09
C -2.724 -1.411 0.876  -0.24
C -0.444 0.849 -1.993  0.98
C -4.973 -1.847 0.091  0.95
C -5.035 -0.555 -0.435  -1.01
C 1.449 3.731 -0.619  -0.12
C -3.805 -2.259 0.736  -1.10
C -6.153 -2.770 0.003  -1.44
C 1.133 4.892 -1.303  -0.77
C 2.336 -1.407 4.307  -0.99
C 0.061 0.364 -4.596  -0.82
C 1.573 2.337 2.625  -0.50
C -2.819 -0.123 0.348  0.20
C 2.029 -1.234 2.968  0.32
C -1.513 0.915 -2.866  -0.69
C -0.036 5.718 0.640  -0.89
C 1.032 3.573 0.694  0.17
C 0.288 4.560 1.325  -0.13
C -1.238 0.661 -4.201  -0.53
C 1.051 0.311 -3.630  -0.72
C 3.664 -3.409 0.297  -0.85
C 0.385 5.877 -0.673  0.01
C 1.830 1.047 3.256  0.82
H -0.094 4.414 2.327  0.54
H -0.625 6.488 1.119  0.43
H 3.115 -1.445 -2.176  0.00
H 3.840 -2.357 0.534  0.16
H 4.626 -3.836 -0.004  0.44
H 2.074 2.985 -1.090  0.33
H 1.993 -2.071 2.292  0.12
H 1.766 -5.800 -1.517  0.39
H -5.938 -0.225 -0.932  0.37
H 0.525 -4.632 -1.994  0.34
H 0.305 0.187 -5.633  0.45
H 2.196 1.842 5.198  0.52
H 1.621 3.247 3.216  0.63
H -6.580 -2.923 0.996  0.33
H 3.329 -3.940 1.189  0.32
H 2.079 0.089 -3.890  0.64
H 1.466 5.033 -2.322  0.47
H -1.836 -1.726 1.403  0.64
H 0.760 -5.032 -0.284  0.35
H 3.679 -2.841 -3.097  0.50
H -6.931 -2.370 -0.643  0.37
H -2.508 1.166 -2.529  0.50
H 2.537 -2.402 4.677  0.47
H -5.854 -3.750 -0.373  0.38
H -3.751 -3.260 1.145  0.44
H -2.033 0.707 -4.932  0.49
H 1.979 -2.362 -3.201  0.34
H 2.616 -0.415 6.190  0.47
H -4.045 1.331 -0.678  0.56

=====

Entry 4:
Entry from the Open Molecules 2025 dataset: the molecule C5H11NO2 in a non-equilibrium geometry (the ωB97M-V functional and the def2-TZVPD basis).

Properties
molar mass	117.1	g/mol
SMILES string	CNC(=O)C[C@@H](C)O
gap between HOMO and LUMO	0.3706	Ha
energy	-402.33136	Ha
relative energy (zero: lowest compared OMol25 entry of this formula, charge and spin)	1.2731	eV

Each line ends with the Mulliken charge.
CARTESIAN COORDINATES (ANGSTROEM)
O 0.401 1.016 -1.485  -0.71
O 0.958 -1.593 -1.232  -0.56
N -0.652 2.032 0.118  -0.15
C -0.227 0.879 -0.418  0.38
C 0.640 -2.585 0.861  -1.33
C -1.359 2.119 1.371  -0.93
C -0.505 -0.421 0.200  -0.19
C 0.720 -1.247 0.167  0.13
H -0.660 2.315 2.237  0.26
H 0.541 -2.407 1.945  0.37
H -1.395 -0.938 -0.335  0.25
H -0.763 -0.355 1.268  0.28
H 1.603 -0.739 0.661  0.25
H -0.318 2.893 -0.298  0.26
H -1.976 2.991 1.321  0.36
H 1.660 -3.131 0.749  0.30
H 1.579 -0.929 -1.672  0.33
H -1.999 1.335 1.545  0.36
H -0.197 -3.120 0.403  0.34

=====

- Number 3 is which compound?
  C27H29BrN4O2SSe2SiW

=====

- Number 2 is which compound?
  C17H31Cl3O2P2Pb

=====

- Which of these has the highest energy?
  C5H11NO2

=====

- Which value of molar mass does entry 2 give?
  642.9 g/mol